Formula: C21H25N3O6OsS
Source: the OMol25 dataset
Level of theory: ωB97M-V/def2-TZVPD

Geometry (Å):
Os: -0.14 -0.31 0.18
C: 1.76 -0.05 2.73
N: 1.82 -0.06 1.25
C: 2.66 -1.20 0.81
C: 1.90 -2.52 0.97
C: 1.25 -3.01 -0.31
N: 0.36 -1.99 -0.91
C: 0.12 -2.17 -2.17
C: -0.72 -1.36 -3.01
C: -0.81 -1.72 -4.37
C: -1.54 -0.97 -5.26
C: -2.18 0.19 -4.80
C: -2.11 0.56 -3.48
C: -1.38 -0.21 -2.55
O: -1.36 0.20 -1.30
C: 2.41 1.24 0.82
C: 1.60 2.16 -0.10
C: 0.28 2.66 0.46
N: -0.48 1.57 1.05
C: -1.53 1.80 1.75
C: -2.23 0.79 2.51
C: -3.35 1.21 3.24
C: -4.03 0.35 4.07
C: -3.58 -0.97 4.19
C: -2.48 -1.41 3.49
C: -1.76 -0.55 2.62
O: -0.71 -1.04 2.02
H: 2.76 0.11 3.14
H: 1.37 -0.99 3.10
H: 1.09 0.74 3.06
H: 3.60 -1.20 1.38
H: 2.92 -1.03 -0.23
H: 1.11 -2.39 1.71
H: 2.56 -3.31 1.36
H: 0.66 -3.90 -0.09
H: 2.01 -3.29 -1.05
H: 0.60 -3.01 -2.66
H: -0.30 -2.61 -4.70
H: -1.60 -1.25 -6.30
H: -2.74 0.80 -5.49
H: -2.60 1.45 -3.12
H: 3.38 1.06 0.35
H: 2.62 1.84 1.71
H: 1.69 0.67 -1.44
H: 2.25 3.02 -0.29
H: -0.28 3.16 -0.34
H: 0.51 3.41 1.22
H: -1.89 2.83 1.86
H: -3.68 2.24 3.14
H: -4.90 0.68 4.62
H: -4.10 -1.66 4.84
H: -2.13 -2.43 3.58
O: 3.72 2.24 -2.34
S: 2.43 2.52 -2.90
O: 1.94 1.70 -3.95
O: 1.36 1.58 -1.42
O: 1.87 3.82 -2.69

Summary:
relative energy (zero: lowest compared OMol25 entry of this formula, charge and spin) = 54.1 kcal/mol
E = -52238.903 eV
strongest force on any atom = 1.0 eV/Å
gap between HOMO and LUMO = 6.967 eV
HOMO = -6.77 eV